{"formula": "C27H69N3O18", "method": "ωB97M-V/def2-TZVPD", "energy_ha": -2587.189016, "relative_energy_kcal_mol": 96.7, "charge": 0, "fmax_ev_per_a": 12.44, "orbital_gap_ev": 7.2827, "elements": ["C", "N", "O", "O", "H", "H", "H", "C", "N", "O", "O", "H", "H", "H", "C", "N", "O", "O", "H", "H", "H", "C", "O", "C", "C", "O", "C", "H", "H", "H", "H", "H", "H", "H", "H", "H", "H", "C", "O", "C", "C", "O", "C", "H", "H", "H", "H", "H", "H", "H", "H", "H", "H", "C", "O", "C", "C", "O", "C", "H", "H", "H", "H", "H", "H", "H", "H", "H", "H", "C", "O", "C", "C", "O", "C", "H", "H", "H", "H", "H", "H", "H", "H", "H", "H", "C", "O", "C", "C", "O", "C", "H", "H", "H", "H", "H", "H", "H", "H", "H", "H", "C", "O", "C", "C", "O", "C", "H", "H", "H", "H", "H", "H", "H", "H", "H", "H"], "xyz": [[1.8281, 1.7157, -3.2761], [1.1035, 2.2190, -4.5092], [1.0452, 3.4306, -4.6925], [0.7373, 1.3446, -5.3461], [2.6298, 1.0619, -3.6196], [1.3055, 1.1883, -2.4781], [2.3002, 2.6020, -2.8522], [-5.2203, -2.1786, -2.4200], [-3.9011, -1.9637, -3.2732], [-3.9946, -1.2487, -4.2920], [-2.8725, -2.4557, -2.8520], [-4.9598, -2.4388, -1.3940], [-5.8142, -2.8992, -2.9822], [-5.8103, -1.2675, -2.3205], [0.2818, -0.7056, -5.7380], [0.0170, -1.5914, -4.5715], [0.9373, -1.6738, -3.7524], [-1.1611, -1.9573, -4.4013], [-0.2078, -1.2901, -6.5169], [1.3398, -0.6408, -5.9918], [-0.2768, 0.2268, -5.6560], [1.8095, 4.9411, 4.7734], [1.5729, 4.6999, 3.3787], [0.2294, 4.7576, 2.9519], [0.2029, 4.5078, 1.3600], [-1.0503, 4.9694, 0.8007], [-1.0305, 5.1526, -0.5967], [0.9749, 4.4415, 5.2653], [1.9778, 5.9968, 4.9863], [2.7028, 4.4440, 5.1515], [-0.1457, 5.7608, 3.1545], [-0.5159, 4.0511, 3.3173], [0.2988, 3.4512, 1.1097], [1.0606, 4.9486, 0.8519], [-2.0639, 5.4874, -0.6857], [-0.8547, 4.2511, -1.1836], [-0.3093, 5.9266, -0.8590], [-0.7156, -0.7758, 3.6678], [-1.2369, -1.7230, 2.7272], [-2.2537, -2.5506, 3.2913], [-2.9356, -3.3055, 2.2201], [-3.9406, -2.5939, 1.5239], [-3.4197, -1.6781, 0.6254], [-1.1209, -1.0108, 4.6520], [-1.1049, 0.2235, 3.4728], [0.3662, -0.7353, 3.5401], [-2.9994, -1.9335, 3.7924], [-1.7290, -3.1796, 4.0104], [-3.4721, -4.1008, 2.7376], [-2.1877, -3.8304, 1.6257], [-2.7386, -2.1331, -0.0937], [-2.8613, -0.8659, 1.0910], [-4.2255, -1.3353, -0.0237], [-1.2051, 2.4889, 1.8726], [-0.7177, 1.9112, 0.6481], [-0.5429, 0.4905, 0.4641], [-0.7293, 0.0743, -0.9740], [-0.3032, -1.2829, -1.1626], [-0.8077, -1.9238, -2.3241], [-0.4802, 2.3769, 2.6789], [-2.1928, 2.0976, 2.1163], [-1.5010, 3.5224, 1.6923], [-1.0835, -0.0697, 1.2269], [0.4017, 0.3570, 0.9913], [-0.2321, 0.7998, -1.6178], [-1.7967, 0.0599, -1.1942], [-0.4901, -2.9658, -2.3632], [-0.6645, -1.2738, -3.1873], [-1.8886, -1.9805, -2.1954], [4.6749, 3.6338, 1.7144], [3.5924, 3.9920, 0.8681], [3.7973, 3.7530, -0.5322], [3.6418, 2.2533, -0.9596], [2.3340, 2.0742, -1.5636], [1.2929, 2.1856, -0.5855], [5.6224, 4.1483, 1.5543], [4.9904, 2.6039, 1.5469], [4.5262, 3.7211, 2.7906], [4.7993, 4.0293, -0.8606], [3.1244, 4.5001, -0.9529], [3.8948, 1.6265, -0.1045], [4.3855, 2.1010, -1.7418], [0.3272, 2.0448, -1.0709], [1.2741, 3.2094, -0.2119], [1.4256, 1.3787, 0.1352], [1.4895, 2.8039, 3.1244], [1.9507, 1.5053, 3.4984], [2.7856, 0.8812, 2.5464], [3.2924, -0.4786, 3.1658], [4.1039, -0.2662, 4.3300], [4.5837, -1.4598, 4.9454], [2.0475, 3.6629, 3.4969], [0.4799, 2.8073, 3.5354], [1.4809, 3.0838, 2.0710], [3.6549, 1.5115, 2.3589], [2.1681, 0.7229, 1.6622], [3.8774, -0.8429, 2.3213], [2.4044, -1.0599, 3.4143], [5.4117, -1.9509, 4.4342], [3.8283, -2.2298, 5.1019], [4.9521, -1.1190, 5.9130], [-3.2599, -7.7527, -0.5699], [-3.2516, -6.7214, -1.4995], [-2.6985, -6.9847, -2.7770], [-2.2844, -5.7802, -3.6256], [-1.2717, -4.9342, -2.9452], [-0.8431, -3.8815, -3.6621], [-3.7499, -8.6331, -0.9856], [-3.7641, -7.4753, 0.3558], [-2.2385, -8.1023, -0.4197], [-3.4203, -7.4474, -3.4501], [-1.8206, -7.6195, -2.6573], [-3.0887, -5.1079, -3.9242], [-1.8477, -6.1202, -4.5647], [0.1058, -3.5476, -3.2423], [-1.4342, -2.9658, -3.6475], [-0.7036, -4.1725, -4.7032]], "atomic_forces_ev_per_a": [[-0.36, 0.59, -5.02], [0.09, -0.64, -1.86], [-0.36, -1.65, 0.31], [1.85, 5.34, 2.25], [-0.29, -0.20, -0.28], [-1.56, -0.31, -2.41], [-1.16, 0.60, -3.49], [0.86, 0.53, -0.48], [-2.59, 1.37, 0.00], [0.16, -1.06, 1.41], [-6.13, -2.32, -2.20], [0.22, -0.70, -0.54], [0.26, -0.16, 0.28], [0.41, 0.28, -0.63], [-1.85, -3.68, -1.94], [1.58, 1.50, -2.99], [0.25, -0.63, -1.56], [2.32, 5.32, -7.39], [0.03, -0.05, -0.46], [-0.34, 0.11, 0.61], [-0.42, -1.60, 0.00], [-0.81, 0.41, 0.23], [-2.07, 12.24, 0.76], [-0.88, 2.33, -2.85], [-0.15, 0.99, 0.24], [1.80, 0.34, 1.13], [-0.81, 0.42, 0.59], [-0.06, 0.58, 0.66], [-0.66, 0.02, -0.03], [0.19, -0.43, -0.76], [-0.14, 0.18, -0.18], [0.51, 0.40, 0.92], [-0.20, 1.01, 0.32], [0.08, 0.81, 0.27], [0.17, 0.19, -1.13], [0.03, -0.20, 0.14], [-0.03, 0.12, -0.24], [-0.70, -0.20, -0.57], [0.03, 0.46, 0.15], [0.91, 1.28, 0.03], [-0.72, -1.36, 0.59], [0.33, -0.61, 0.45], [0.38, 0.49, -1.33], [0.77, -0.19, 0.35], [-0.05, 0.16, -0.30], [-0.13, -0.09, 0.56], [-0.11, 0.10, 0.29], [-0.41, -0.48, 0.19], [-0.20, -0.15, -0.02], [-0.04, 0.33, -0.76], [0.44, -0.38, 0.10], [-0.39, 0.14, 0.06], [-0.19, 0.51, 0.55], [-2.19, -1.84, -0.28], [-1.61, 0.52, -0.31], [0.11, 0.46, 3.18], [-0.42, -1.99, 0.01], [1.33, 1.29, 1.79], [0.34, 4.17, 6.10], [-1.06, -0.60, -0.68], [0.00, -0.95, 0.31], [0.17, -0.83, -0.11], [-1.14, -0.04, -0.75], [0.80, -0.92, -1.10], [-0.47, -0.87, -0.44], [-0.38, 0.55, -0.07], [0.19, 2.67, 2.25], [-0.93, 0.53, 5.07], [2.33, 1.40, 1.93], [1.08, -0.71, -0.37], [0.61, 0.01, 0.59], [0.55, -0.41, 0.97], [-0.65, 2.21, -0.10], [4.73, -0.07, 10.96], [0.68, 0.65, -0.57], [-0.13, 0.85, -0.59], [-0.24, -0.33, -0.02], [-0.99, 0.19, -0.23], [0.32, 0.35, 0.35], [-0.26, -0.63, -0.68], [-0.41, -0.31, -0.03], [-0.22, -0.35, -0.22], [1.00, 0.65, -0.16], [0.45, -0.57, 0.10], [0.15, 0.82, -0.16], [1.93, -6.75, 0.87], [-0.08, -1.52, -0.73], [-0.12, -0.59, 2.48], [-0.11, 1.91, -0.62], [-0.42, -0.43, -0.84], [0.02, 0.60, 0.27], [2.34, -6.04, 0.06], [1.35, -0.03, 0.50], [0.51, -1.50, 0.20], [-0.03, -0.07, -0.31], [0.60, -0.47, -0.31], [0.15, -0.99, 0.17], [0.22, -0.43, -0.10], [0.13, 0.21, -0.45], [-0.41, 0.15, -0.03], [-0.01, -0.21, 0.05], [0.50, -1.19, -0.85], [-0.43, 1.85, -0.73], [0.32, 0.36, -0.09], [1.38, 1.97, 1.60], [-1.80, -4.02, 1.31], [0.81, -3.49, -2.24], [-0.50, -0.22, 0.02], [0.22, 0.31, -0.20], [0.29, 0.12, 0.61], [-0.28, -0.70, 0.20], [0.10, -0.22, -0.07], [-0.50, -0.11, 0.27], [0.14, -0.42, -0.04], [0.60, -1.55, -1.52], [-0.62, -4.30, 0.49], [0.13, -0.22, -0.68]], "mulliken_charge": [-0.838, 0.981, -0.594, -0.640, 0.178, 0.437, 0.633, -0.799, 0.723, -0.615, -0.269, 0.239, 0.306, 0.317, -0.960, 1.002, -0.475, -0.357, 0.354, 0.222, 0.368, -0.941, -0.256, -1.013, 1.408, -0.511, -0.752, 0.377, 0.305, 0.357, 0.464, 0.693, -2.334, 0.805, 0.304, 0.119, 0.307, -0.315, -0.250, -0.575, -0.611, -0.483, -0.574, 0.604, 0.150, -0.414, 0.400, 0.411, 0.421, 0.303, 0.367, 0.136, 0.473, -0.717, 0.163, -1.087, 0.669, -0.372, -1.700, -0.509, 0.362, 0.575, -0.355, -0.247, -0.032, 0.348, -0.068, 0.783, 0.723, -1.060, -0.102, -0.629, -0.575, -0.526, 0.453, 0.405, 0.409, 0.296, 0.411, 0.265, 0.377, 0.563, 0.048, -0.020, 0.274, -1.793, -0.484, 1.067, -0.790, -0.320, -0.783, 1.102, 0.936, 1.144, -0.308, -0.134, 0.378, 0.159, 0.292, 0.314, 0.255, -0.821, -0.219, -0.636, -0.503, -0.246, -0.969, 0.341, 0.218, 0.349, 0.348, 0.365, 0.267, 0.358, 0.719, 0.187, 0.487]}